63
Properties=species:S:1:pos:R:3:forces:R:3 method="wB97M-V/def2-TZVPD" e_above_lowest_kcal_mol=26.25 multiplicity=5 energy_ev=-47006.377 orbital_gap_ev="3.93 / 7.02" charge=0 s2=6.043
Os 0.0280 0.0193 -0.7985 3.9539 -2.3044 -2.7838
Si 0.1839 -2.1864 -2.1189 -0.4242 -0.2900 -0.2360
P 0.5450 1.2001 -2.9052 0.2963 1.1088 -1.1593
N -1.7202 0.1026 -1.0070 -4.7273 0.8730 -0.5179
H 0.6770 1.4889 -0.0166 -0.5156 0.9393 -0.3251
C 0.8707 3.0263 -2.8623 -0.0247 -0.0583 -0.1244
H 1.0185 3.4544 -3.8707 -0.0560 -0.1382 0.3839
H 1.7663 3.2085 -2.2448 -0.3290 -0.0684 -0.2120
H 0.0165 3.5186 -2.3686 0.3195 -0.1792 -0.1784
C 1.9807 0.5918 -3.9026 -0.0944 0.0181 -0.0467
H 2.1219 1.1965 -4.8158 -0.0405 -0.2581 0.2964
H 1.7949 -0.4591 -4.1780 0.0936 0.3612 0.0581
H 2.8949 0.6342 -3.2886 -0.3220 -0.0031 -0.2204
C -0.8527 1.0829 -4.1057 0.1463 0.0084 0.0593
H -0.6235 1.6113 -5.0479 -0.0885 -0.2165 0.3426
H -1.7533 1.5198 -3.6437 0.3212 -0.1833 -0.1470
H -1.0459 0.0164 -4.3062 0.0277 0.4072 0.0568
C 1.9117 -3.0189 -2.2983 0.1696 0.1434 0.0922
H 2.3591 -3.2255 -1.3082 -0.1783 0.0674 -0.3699
H 2.6124 -2.3568 -2.8391 -0.2525 -0.2563 0.2005
H 1.8485 -3.9742 -2.8511 -0.0578 0.4240 0.2389
H -0.6883 -3.3048 -1.5676 0.1864 0.3047 -0.0285
H -0.3188 -2.1369 -3.5549 0.1253 0.0931 0.2913
C -3.0693 0.0169 -1.2387 1.3262 -0.1323 0.1401
C -5.3367 0.8493 -0.8964 0.2998 -0.1632 -0.0890
C -3.9628 0.9507 -0.6563 -0.4657 -0.0845 -0.0653
C -3.5853 -1.0138 -2.0653 -0.5506 0.0265 -0.0889
C -4.9599 -1.0991 -2.3004 0.2556 0.1708 0.1714
C -5.8414 -0.1719 -1.7183 0.0493 0.0148 0.0219
H -6.0212 1.5739 -0.4417 0.2565 -0.2791 -0.1840
H -3.5504 1.7417 -0.0228 -0.1465 -0.2575 -0.2464
H -2.8830 -1.7290 -2.5039 -0.2737 0.2460 0.1446
H -5.3502 -1.8974 -2.9411 0.1382 0.3130 0.2510
H -6.9179 -0.2454 -1.9047 0.4360 0.0330 0.0724
C 3.2291 -0.1327 -0.0548 -1.0520 -0.0789 -0.6383
O 2.2313 -0.3732 -0.7589 1.5333 0.2355 0.9308
C 3.0884 0.5292 1.2832 0.0373 0.1205 0.1415
H 4.0056 1.0652 1.5786 -0.3672 -0.1456 -0.2054
H 2.8779 -0.2312 2.0579 0.3230 0.4111 -0.6078
H 2.2030 1.1969 1.2230 0.4882 -0.2597 0.0978
C 4.5971 -0.4887 -0.5766 0.1553 -0.0656 -0.0420
H 5.1908 0.4346 -0.7198 -0.2923 -0.3597 0.0725
H 4.5161 -1.0328 -1.5285 0.0139 0.2042 0.3610
H 5.1435 -1.1028 0.1629 -0.2527 0.2533 -0.2631
O -0.1156 -0.2465 1.1953 0.2455 -0.8513 4.3163
C -0.2099 -0.4092 2.4225 -0.4842 0.5163 -0.3904
C 0.9868 -0.6598 3.2881 -0.1815 -0.9328 1.0484
C 1.4277 0.5308 4.2098 0.8938 -0.1719 -0.3101
C 0.6530 0.4501 5.5225 -0.0464 0.0147 0.2494
C -0.8655 0.5723 5.3498 -0.1320 -0.1684 0.6062
C -1.5274 -0.5090 4.4694 -0.1286 0.0124 0.5031
N -1.3958 -0.2830 3.0363 -0.2950 -0.1121 0.0156
H 0.8750 -1.5128 3.9465 -1.5824 0.0801 1.2945
H 1.6067 -1.3741 2.7783 1.5761 1.2487 -1.5131
H 2.5050 0.4318 4.4903 -0.6512 0.0679 -0.5570
H 1.2926 1.5417 3.7508 0.0730 -0.9225 0.0190
H 0.8834 -0.5341 5.9946 -0.1463 0.6135 -0.1735
H 1.0014 1.2446 6.2230 -0.1972 -0.5266 -0.4650
H -1.2796 0.4358 6.3724 -0.0461 0.3086 -0.5886
H -1.1372 1.5791 4.9748 0.0577 -0.4797 0.2122
H -1.1090 -1.5060 4.7371 -0.4258 0.5676 -0.1493
H -2.5984 -0.5133 4.7019 0.2293 -0.1186 -0.1401
H -2.2268 -0.0887 2.4598 0.8003 -0.1413 0.3772